The following is a DFT calculation (wB97M-V/def2-TZVPD) of 2 unconnected molecules or ions with the total composition C4H12O in a non-equilibrium geometry.

## Properties
F_max (eV Å⁻¹): 1.14
LUMO level (eV): 1.009
Multiplicity: 1
Energy (Ha): -234.8104
Frontier orbital gap (eV): 11.4
Net charge: 0

Cartesian coordinates (Å):
1 C -0.713 -1.468 -2.072
2 C 0.741 -1.046 -1.835
3 O 0.985 -0.645 -0.483
4 H -0.910 -2.498 -1.736
5 H -0.894 -1.481 -3.146
6 H -1.377 -0.805 -1.509
7 H 1.449 -1.817 -2.107
8 H 0.862 -0.167 -2.470
9 H 0.258 -1.009 0.047
10 C -0.440 1.078 2.726
11 C -0.422 1.992 1.504
12 H -1.452 0.898 3.096
13 H -0.004 0.099 2.544
14 H 0.091 1.493 3.575
15 H -1.358 2.550 1.428
16 H 0.424 2.665 1.484
17 H -0.390 1.395 0.596